Record 1
The following is a quantum chemistry calculation of a cluster of 11 separate species, C72H160F6N10O6P in total at a distorted geometry, from the OMol25 dataset.

Calculated values
- Frontier orbital gap: 8.2 eV
- Charge: +5
- 2S+1: 1
- Maximum force: 3.83 eV/A
- HOMO energy: -15.99 eV

Geometry as XYZ:
```
255
C72H160F6N10O6P, DFT ωB97M-V/def2-TZVPD
H -3.07872 -6.34646 -0.54462
H 2.39169 -3.81780 -3.11905
H -7.82165 3.47753 -3.50721
H -0.41516 6.23471 -8.24738
C 0.51005 3.95149 2.02624
O -1.13377 4.50516 -1.39548
H -5.63117 0.81902 3.85446
N 0.45902 4.20272 -8.35866
H 8.31613 -3.66977 4.38614
H 0.40895 3.11816 1.35795
C -6.93423 3.44231 -2.88172
H 1.16667 6.86225 4.84300
H 1.32396 5.83227 0.41520
F -5.65183 -1.29308 1.17617
H 7.17857 -5.63703 4.88401
H -2.79768 1.64445 1.84988
N 0.53415 -2.28323 7.14566
H 1.23545 3.11147 -6.75320
N -1.81474 4.26627 -0.30392
C -3.63853 -5.58779 -2.49128
N -2.97127 -4.21640 -0.48194
C -5.94035 7.89696 -1.72440
H -1.34871 -2.29793 6.28035
H 0.72179 8.43250 4.15731
H 1.61937 -4.10075 7.18146
H -1.36722 2.51821 5.85759
C -3.58914 -5.49526 -0.99723
H -0.53377 -4.04171 -2.94646
H 0.77738 -0.91409 4.46473
H -2.02638 -3.16527 -2.98714
H -0.06017 4.55237 -3.69947
C -5.20748 5.06953 -0.82810
C -6.65970 4.93383 -2.71896
O -2.16294 5.25816 0.46100
H -0.04076 -4.14196 6.78509
C 4.66169 -2.67617 2.20869
H 0.09845 1.47654 -10.31190
C -0.68994 1.97726 -8.36749
C 4.27571 3.84263 1.91730
H 10.72559 -3.55342 3.52487
H 1.82662 5.09284 3.85192
H 9.75775 -6.94476 2.27686
H 2.45472 7.85544 4.20873
C 2.09387 5.54827 2.88480
C 8.66302 -4.00525 3.41376
C -0.79290 3.47712 -8.51565
H -6.66371 5.35119 -3.74856
H 1.04746 3.68101 -10.25303
C 6.26456 -4.44069 2.76605
H 3.16285 -3.15273 -5.83893
H 11.53292 -5.25731 2.27030
H -7.10428 5.64134 3.26730
H 2.64675 -5.54910 -7.01288
C 10.51040 -5.00346 2.12734
H -1.16105 -4.10284 10.48747
H -6.20953 1.61153 -3.60871
H 1.45100 -4.65356 4.83165
H 4.96638 -7.58804 -4.44760
C -0.44149 -1.67952 6.16183
H 3.71315 -2.73135 -3.48665
H 5.76741 -3.87890 0.69647
C -4.05574 0.42185 5.52911
C -4.06465 -4.66494 1.79613
H 1.54211 4.53484 -4.25160
C -0.02725 -1.63903 4.67273
H 2.45928 1.77053 -9.70845
C -4.87277 1.35104 4.49914
H 4.17897 3.80908 -0.28424
H 1.84020 -1.40053 -4.97699
H 4.84166 -2.19285 3.13922
H 9.81239 -6.46255 0.64222
C -4.40415 -3.94643 3.06188
C 3.18078 -6.17525 -4.47965
H 0.27182 6.70424 2.41497
C 1.38689 7.57005 4.04137
H 6.71413 -2.68115 1.58018
C 1.68533 -1.98223 -4.03187
H -2.06532 3.10254 3.61388
H 2.20577 -1.01837 6.48720
H -1.14039 -2.87416 8.31015
H 1.85891 7.48297 2.08360
C 1.68884 -1.35729 7.37086
H -0.15799 5.75757 -5.90916
H -5.50554 5.98422 2.59110
H 4.27092 -8.86486 -6.43174
H -2.56699 0.37410 6.90093
H 0.35265 3.57687 3.03252
H -4.85436 0.04189 6.16419
H -3.62198 -4.13135 3.78870
H 0.41223 3.12951 -4.39547
H -6.90179 9.78526 -2.25232
H -1.66475 -6.19574 -2.72656
C 0.61227 -3.14849 9.57883
H -4.26560 2.68312 -2.11490
N -3.96485 2.08425 3.56162
H -0.91402 -1.28553 4.18801
H 0.64097 -2.34883 -4.07155
O -2.13542 3.10559 -0.06241
H -2.63824 -3.13282 1.30066
H 5.91925 -4.16800 3.75324
H 8.02390 -4.95538 0.85324
H -4.96416 -4.54439 1.13696
C 2.07579 5.07388 0.53553
O -0.21505 -1.09501 1.40174
H -3.25221 3.54839 4.89420
H -1.52419 3.94154 -7.85161
C 3.70779 -5.51638 -6.74547
C 4.50578 4.45809 0.56945
C 0.87903 -3.60369 6.58235
N 3.70531 -5.08647 -5.31334
C 10.05952 -4.40784 3.45717
C 1.66589 2.05905 -9.04356
H 8.58743 -3.14389 2.81559
C 4.30249 -6.86241 -7.03688
H -1.15913 3.71896 -9.50101
H 3.26040 -5.94221 -3.44263
H -6.87009 7.46154 -1.34316
H -4.33156 5.52205 -0.31151
H 4.23132 -4.72205 -7.25705
C -3.87969 -3.05739 -0.77525
C 0.52172 4.24932 -4.54612
C 1.37813 -3.59725 5.14967
H 0.72690 -2.94340 3.07616
C -2.98138 1.13949 6.28506
H -5.18709 7.06518 -3.57381
C -5.05872 6.89738 -2.47795
H 5.63901 -5.33616 2.60860
H 5.53947 4.71981 0.40383
F -5.90668 -0.98740 -1.08267
H 4.51653 4.55715 2.73326
C -2.80365 -4.17731 1.04443
H 0.05330 5.57609 -9.88429
H 10.43774 -5.09648 4.23512
H 2.44319 4.02225 -9.17023
H -3.89192 -6.60893 -2.73279
H 0.44220 0.23662 -9.15162
O 1.58379 -2.31426 0.71768
H -3.45209 1.70512 7.06872
H -1.07117 -3.30996 -0.63779
H -2.30479 -5.51474 -4.19610
H -4.67645 -3.15768 -0.07600
H 10.45355 -4.24742 1.32545
H -2.69134 0.56247 3.16842
C -6.23058 9.07919 -2.70281
H -1.03627 -5.03303 -0.76904
H -3.71440 2.75079 -3.68931
O 1.76031 -0.34146 1.70075
H -5.33517 9.64282 -2.99032
N 7.65851 -5.06402 2.93989
C -4.80389 3.08386 2.77845
H -0.13121 4.80373 1.78811
H -0.51963 1.59195 -7.35529
H -0.72818 -0.67841 6.57234
H 1.87968 4.77532 -7.02565
C -2.10231 1.88957 5.32883
H 3.13459 5.81557 2.88754
C 3.88278 -7.50397 -4.73007
F -6.69954 0.69153 1.52014
C -5.72557 3.99885 3.54701
C 9.60154 -6.06475 1.65220
N -5.32797 5.37785 -2.26489
C 0.39002 -3.02787 4.10161
H -4.57652 -5.58435 -0.62629
H 1.32111 6.01311 -8.69040
C -0.15609 -2.35191 8.46880
F -7.73402 -0.96361 0.27975
H 2.33086 -1.94999 8.01717
H -6.12832 5.51396 -0.42930
H 5.29629 -4.64907 -3.91450
H 7.04880 -6.95123 3.59632
H 1.86913 4.25777 -0.11830
H -5.95940 2.91721 -4.70193
H -7.14260 3.04388 -1.90562
H 1.16711 -3.99453 9.17759
H -4.40246 -4.91833 -2.91779
H 8.56951 -6.47327 4.14732
H 2.59313 2.47878 1.35659
F -4.91892 0.70183 0.24906
C 5.09909 -4.70389 -4.94896
C -4.52845 3.13200 -3.05102
C 0.30885 5.63371 -8.81517
C -2.85946 2.72968 4.30978
P -6.30800 -0.13130 0.21061
H -5.39730 2.15703 5.08368
C -1.58948 -4.12726 -1.10952
H 1.85323 -1.34339 -3.21441
N 1.88760 4.47707 1.89254
H -0.43505 -1.33992 8.75994
H -6.59296 3.33525 3.78413
C -2.28790 -5.37829 -3.12609
H -4.01279 3.57049 2.21949
H -0.93333 4.18723 -6.12531
C 1.32880 6.82901 2.73369
C 2.84656 3.36009 2.01320
C 5.95484 -3.43894 1.70173
H -4.21033 0.58781 2.27988
H -7.33176 5.39479 -2.03008
H 3.55347 6.07640 -0.62797
H 5.40486 -6.89896 -6.83804
N 1.03290 -1.26314 1.27120
H -1.46479 1.17465 4.75467
C -3.37467 1.13397 2.60076
H 2.09586 -6.34550 -4.68079
C 3.73637 -7.95877 -6.17245
H 1.97614 1.91086 -8.00611
C -6.27110 5.22587 2.71278
H -3.36339 4.90112 -2.65341
H -3.24773 -2.19113 -0.56114
H 3.81822 6.43023 1.05282
H -3.97779 6.80194 -2.33652
C 3.51442 5.63249 0.38107
H 1.26492 -0.50415 7.90331
H 7.53980 -6.52863 1.41304
H -4.28435 -3.11124 -1.78037
H -0.51598 -2.71466 11.37082
H -1.60823 1.55153 -8.68640
H -5.33934 2.36477 2.10411
H 4.06052 -6.96882 -8.09004
H 2.66942 -8.15070 -6.45750
H -6.75889 8.69069 -3.56182
H 5.27371 -3.81443 -5.57328
C 2.83648 -3.90890 -5.15999
H -3.97849 -5.73320 1.97590
H 5.73660 -5.46023 -5.33683
H 1.42489 -2.50488 9.92797
C -5.89747 2.70177 -3.64329
F -6.90112 0.95537 -0.76562
H -0.47547 -3.69688 4.02989
C -4.35437 4.63244 -3.05177
H 1.90700 -4.26184 -5.57297
H -5.43573 8.21104 -0.80463
C 0.00185 4.66409 -5.87217
H 3.81140 -3.36010 2.22854
H 4.94041 3.04361 2.17595
H 2.35270 -3.12115 5.07755
H 0.47380 -4.13913 11.40960
H -6.58144 4.91540 1.70000
C 0.31626 1.31246 -9.26989
H 3.38884 -8.23378 -4.10056
H -4.57493 -2.85853 2.91205
H -5.19588 3.95117 -0.68253
C 2.71620 -3.12726 -3.87447
H 2.71268 2.95018 3.00826
C -1.59652 -4.07584 -2.63460
C 7.58184 -6.09463 3.98246
H 4.38806 -1.89632 1.54074
H -1.91975 -4.69328 1.38518
H -5.30678 -4.34040 3.53258
H -5.27407 4.39346 4.42380
H -3.62259 -0.48784 5.17226
H -4.45835 5.13707 -4.05256
C 8.11478 -5.60337 1.66838
C -0.23807 -3.55430 10.75833
C 1.49923 3.53455 -9.28978
C 1.00363 4.15149 -6.94398
```

***

Record 2
The following is a quantum chemistry calculation of a cluster of 2 separate species, CH5BrSi in total at a distorted geometry, from the OMol25 dataset.

Calculated values
- Frontier orbital gap (spin up / spin down): 8.3 / 7.8 eV
- 2S+1: 1
- Maximum force: 3.90 eV/A
- HOMO energy (spin up / spin down): -9.08 / -8.16 eV

Geometry as XYZ:
```
8
CH5BrSi, DFT ωB97M-V/def2-TZVPD
Br -2.71445 -0.10398 0.59262
H 1.19804 0.40931 1.40203
H 2.18442 0.67571 -0.11890
H -1.68556 -0.73705 -1.86569
H 1.16124 2.03099 0.56830
H -0.45928 -2.26076 -0.48686
Si -1.02034 -0.87418 -0.56079
C 1.33593 0.85996 0.46928
```

***

Record 3
The following is a quantum chemistry calculation of a structure of composition C41H43Ge2P2PtS at a distorted geometry, from the OMol25 dataset.

Calculated values
- Frontier orbital gap (spin up / spin down): 6.6 / 6.9 eV
- Expectation value of S²: 0.757
- 2S+1: 2
- Maximum force: 1.34 eV/A
- HOMO energy (spin up / spin down): -6.16 / -7.27 eV

Geometry as XYZ:
```
90
C41H43Ge2P2PtS, DFT ωB97M-V/def2-TZVPD
C 1.93286 5.91808 0.61226
H 3.34488 -1.37364 1.57993
H -4.09321 -1.66818 -0.77870
C 2.31607 1.09061 -3.51749
C -0.30370 4.28120 0.71304
H 3.10696 2.88570 4.13663
H 0.88675 -1.57395 -4.38901
H -1.18399 3.64946 0.77952
C 2.10629 -3.62204 -1.31703
H 3.15136 -3.36809 -1.44388
C -0.39458 -0.82751 -2.85062
C 1.51207 1.30210 -0.84118
H 3.90556 -1.19087 3.24080
C -0.06805 -1.11646 -4.16615
C -0.66533 -2.55942 3.79905
C -0.62299 -3.25079 2.59035
H -2.19843 2.52185 -1.83212
H 0.08945 2.73729 -1.57886
C 0.17844 -4.91383 -1.94647
H 2.03251 1.56940 4.62706
C 1.27458 1.93907 -3.16729
H -1.43808 6.07055 0.37333
H -3.78745 4.38819 -1.57746
H -0.27750 -5.67331 -2.56830
H 5.64405 1.32641 2.24927
C -3.12856 2.37341 -1.29502
H 1.77266 -2.16944 0.23327
H -0.02455 -5.11462 5.92360
H -0.83049 -1.48749 3.79303
C -3.41491 1.12211 -0.74694
H -0.28068 -5.16149 1.65732
C 0.87662 2.04001 -1.84310
H 2.10561 -5.11876 -2.85667
C -4.01847 3.42337 -1.14471
C -1.62266 -0.25012 -2.54580
C -0.19574 -4.59387 4.99039
C -0.34462 -4.61710 2.59057
P -2.13428 -0.16349 -0.79868
H -0.68423 -1.00874 -6.21781
H -6.39346 1.85933 0.68985
C -0.44903 5.64502 0.49532
P -0.89897 -2.30602 1.05473
H -5.89022 4.06328 -0.31113
C -2.68182 -2.54041 0.63324
S -0.33501 1.42788 2.75555
Pt -0.82593 0.01420 1.08644
C 2.54430 0.44629 -1.21096
C -0.94543 -0.79236 -5.18976
H -2.84546 0.07314 -5.69130
C -2.50499 0.07095 -3.57714
C -5.48174 2.00475 0.12531
C 2.07503 4.55101 0.81443
C -5.19831 3.24083 -0.43476
H -4.81366 -0.00531 0.43440
H 2.16698 -1.27746 2.90867
C -0.58344 -4.25388 -0.99122
C -4.59262 0.95008 -0.02622
H -2.67687 -2.38306 -1.52543
C -2.15883 -0.18575 -4.89559
Ge 1.15520 1.76661 1.06988
C 1.52019 -4.60087 -2.10803
H 2.63426 1.01753 -4.54979
H 0.77592 2.53058 -3.92603
C 2.99477 1.80158 4.17586
H -2.97995 -3.58882 0.58226
H 4.85752 2.70225 1.47158
H -0.49198 -2.68638 5.92829
Ge 3.10076 1.06371 2.36705
H -3.20612 -2.08367 1.47802
C 4.82260 1.62017 1.59393
C -0.45969 -3.23226 4.99451
H -1.63111 -4.50385 -0.87452
C 1.34259 -2.95705 -0.37166
H 3.79293 1.38746 4.79383
C 2.94311 0.33512 -2.53931
C 0.66906 6.46612 0.44687
C 0.96134 3.71578 0.87017
H -3.46585 0.51351 -3.34969
H 4.97622 1.16095 0.61585
H 0.31331 -1.04189 -2.05884
C -0.13416 -5.28448 3.78750
C 3.12392 -0.89961 2.53709
H 0.55594 7.53087 0.28595
H 3.76465 -0.32071 -2.80323
H 3.08727 -0.09951 -0.44600
H 2.80837 6.55480 0.57928
C -0.00377 -3.27036 -0.19604
H 3.06812 4.12995 0.92077
H 0.08567 -6.34425 3.77872
C -3.01580 -1.80140 -0.66484
```

***

Record 4
The following is a quantum chemistry calculation of the molecule C2H5NOP2 at a distorted geometry, from the OMol25 dataset.

Calculated values
- Frontier orbital gap: 9.0 eV
- 2S+1: 1
- Maximum force: 4.30 eV/A
- HOMO energy: -8.21 eV

Geometry as XYZ:
```
11
C2H5NOP2, DFT ωB97M-V/def2-TZVPD
P -0.97258 -1.99424 0.59144
H -0.00312 0.82498 1.58838
C 1.36622 1.11044 -0.38538
H 1.71543 1.96216 0.03298
P 1.82948 -0.91023 0.30510
H 0.84372 1.41663 -1.17379
N 0.11512 -0.79771 -0.05856
H -0.39462 -2.95335 -0.27360
C 0.49213 0.34500 0.71324
O 2.44869 0.12960 -0.84681
H -2.08189 -1.62227 -0.25825
```

***

Respective energy relative to the best compared isomer or geometry (same formula, charge and spin) values: 0.00; 353.67; 34.75; 179.77 kJ/mol.